9
Properties=species:S:1:pos:R:3:forces:R:3:mulliken_charge:R:1 method="wB97M-V/def2-TZVPD" e_above_lowest_kcal_mol=58.2 homo_lumo_gap_ev="6.8 / 6.7" total_charge=+1
C -1.1713 0.8987 -0.4759 0.2 0.1 1.7 0.359
C -0.4820 0.1634 -1.3347 1.0 -1.1 -0.6 -0.444
C 1.1641 -0.7244 0.5555 -3.5 2.7 -3.8 0.078
N 2.4712 -1.8071 2.1270 0.4 0.0 -1.4 -0.365
N -1.8061 1.3651 0.3910 -0.5 1.0 0.2 -0.170
N 2.0023 -1.3553 1.2037 3.1 -2.6 5.0 0.606
S 0.9015 -0.8490 -1.0192 -1.3 0.9 0.0 0.187
H -2.0565 2.2777 0.7963 0.3 -0.7 -0.3 0.355
H -1.0233 0.0310 -2.2436 0.3 -0.4 -1.0 0.393